(1)
Here is C28H26F6IN4O9S3TeW as an isolated structure from OMol25. Energies are from ωB97M-V/def2-TZVPD.

Summary:
expectation value of S²: 3.782
HOMO level (spin up / spin down): -8.13 / -9.16 eV
multiplicity: 4
relative energy (zero: lowest compared OMol25 entry of this formula, charge and spin): 222.93 kJ/mol
lowest unoccupied orbital energy (spin up / spin down): -1.62 / -3.25 eV

Each line ends with the Mulliken spin population.
Cartesian coordinates (Å):
W 0.78380 -0.35198 0.38921  0.199
O 0.75038 -1.32386 3.87937  0.003
S 0.98988 -0.09819 3.18951  -0.010
O 1.13805 1.07220 4.00457  0.000
O 2.09583 -0.23217 2.14680  0.016
O -0.14253 0.15958 2.10880  0.030
F -4.05384 -2.92330 3.27775  0.060
C -2.89201 -2.38332 3.60452  0.728
F -2.80852 -1.13987 3.16842  0.116
F -2.69577 -2.44458 4.90685  0.059
S -0.22249 -3.16887 1.84922  0.052
O 0.81821 -2.20898 0.90189  0.003
O 0.50891 -4.40605 1.97351  -0.002
N -1.41739 -3.41981 0.72092  -0.007
S -1.63383 -2.35905 -0.35396  0.000
O -1.16618 -2.62527 -1.68199  0.001
O -1.31316 -0.96328 0.12602  -0.084
C -3.46672 -2.31704 -0.52089  -0.005
F -3.92183 -3.55837 -0.62218  0.000
F -3.80734 -1.65004 -1.62296  0.000
F -4.02970 -1.72844 0.52993  0.001
I 6.49749 -1.52511 -2.17820  0.000
C 4.84362 -1.51831 -0.95874  0.000
C 4.59451 -2.32084 0.14039  0.007
N 3.39722 -1.97597 0.60755  0.005
N 2.84195 -1.00129 -0.12330  0.009
C 3.71671 -0.71158 -1.08307  0.010
H 5.17880 -3.09696 0.60373  0.000
H 2.85230 -2.35996 1.37046  0.003
H 3.51412 0.04652 -1.81268  -0.001
C -5.55822 1.21803 3.37720  -0.001
C -4.40373 1.55990 2.48103  0.019
C -4.45285 1.25732 1.12207  0.010
C -3.37076 1.47798 0.29145  -0.049
C -3.49522 1.24590 -1.19145  0.088
C -2.20052 2.00587 0.86368  -0.039
Te -0.57449 2.15896 -0.44253  0.977
N 0.61972 -0.28126 -1.41660  0.400
C 0.18351 -0.34238 -2.71690  -0.042
O -0.65406 0.42989 -3.14473  0.023
C 0.93691 -1.29699 -3.58011  0.016
C 1.60693 -2.39467 -3.04620  0.000
C 2.33256 -3.22834 -3.88113  -0.001
C 2.39630 -2.96382 -5.24303  0.001
C 1.72111 -1.87389 -5.77648  0.001
C 0.98602 -1.04269 -4.94668  0.003
C 1.78183 1.84123 0.16910  0.052
C 2.12154 2.41670 1.41069  0.154
C 3.17195 3.29753 1.55508  -0.054
C 3.89909 3.68396 0.44014  0.116
C 3.51708 3.22074 -0.81037  -0.079
C 2.45277 2.34488 -0.99568  0.123
C 2.08002 2.07368 -2.43586  0.029
C -2.15146 2.42322 2.19677  0.004
C -0.99717 3.16121 2.80758  0.060
C -3.26927 2.17639 2.98615  -0.009
H -6.50978 1.31456 2.85493  0.001
H -5.57830 1.85234 4.26237  0.001
H -5.46910 0.18173 3.71150  0.004
H -5.35668 0.83024 0.70227  0.002
H -4.42098 0.72472 -1.42406  0.002
H -2.67487 0.66645 -1.61852  -0.046
H -3.52147 2.20929 -1.70917  0.007
H 1.52465 -2.61511 -1.99061  0.001
H 2.84072 -4.09123 -3.47059  0.000
H 2.96734 -3.61538 -5.89195  0.000
H 1.76524 -1.67463 -6.83912  0.000
H 0.44367 -0.19273 -5.33970  0.001
H 1.57881 2.14951 2.29927  0.016
H 3.41405 3.67441 2.54003  -0.002
H 4.73334 4.36713 0.53104  0.006
H 4.04964 3.57009 -1.68644  0.000
H 2.67666 2.71534 -3.08191  -0.001
H 1.03358 2.28857 -2.65755  0.012
H 2.24009 1.04720 -2.75860  -0.004
H -0.31925 3.56819 2.05615  0.002
H -0.43013 2.51413 3.47502  -0.005
H -1.37166 4.00202 3.39343  0.005
H -3.24558 2.47801 4.02763  0.000

Cartesian forces, eV/Å:
0.3 0.0 -0.3
0.0 0.0 0.0
0.0 0.0 0.2
0.0 0.0 -0.1
0.0 0.0 0.1
-0.2 0.0 0.1
0.0 0.0 0.0
0.0 0.1 0.0
0.0 -0.1 0.0
0.0 0.0 -0.1
-0.1 -0.1 -0.1
0.1 0.0 -0.1
0.0 0.0 0.0
0.1 0.1 -0.1
0.0 -0.3 0.0
0.0 0.0 -0.1
-0.1 0.2 0.1
-0.1 0.0 0.0
0.0 0.0 0.0
0.0 0.0 0.0
0.0 0.0 0.0
0.0 0.0 0.0
0.0 0.0 0.0
0.0 0.0 0.0
0.0 0.0 0.0
0.1 0.0 0.1
0.0 0.0 0.0
0.0 0.0 0.0
0.0 0.0 0.0
0.0 0.0 0.0
0.0 0.0 0.0
0.0 0.0 0.0
0.0 0.0 0.0
0.1 0.0 -0.1
-0.1 0.0 0.0
0.0 0.0 0.1
0.0 0.1 0.0
0.0 -0.1 0.4
0.2 0.2 -0.1
-0.1 -0.1 0.0
-0.1 -0.1 0.0
0.0 0.0 0.0
0.0 0.0 0.0
0.0 0.0 0.0
0.0 0.0 0.0
0.0 0.0 0.0
0.0 0.1 -0.1
0.0 0.0 0.0
0.1 0.0 0.0
0.0 0.0 0.0
0.0 0.0 0.1
0.0 -0.1 0.0
0.0 0.0 0.0
0.0 0.0 0.0
0.0 0.0 0.0
0.0 0.0 0.0
0.0 0.0 0.0
0.0 0.0 0.0
0.0 0.0 0.0
0.0 0.0 0.0
0.0 0.0 0.0
0.0 0.0 0.0
0.0 0.0 0.0
0.0 0.0 0.0
0.0 0.0 0.0
0.0 0.0 0.0
0.0 0.0 0.0
0.0 0.0 0.0
0.0 0.0 0.0
0.0 0.0 0.0
0.0 0.0 0.0
0.0 0.0 0.0
0.0 0.0 0.0
0.0 0.0 0.0
0.0 0.0 0.0
0.0 0.0 0.0
0.0 0.0 0.0
0.0 0.0 0.0
0.0 0.0 0.0



(2)
Here is C28H26IrNOS3 as an isolated structure from OMol25. Energies are from ωB97M-V/def2-TZVPD.

Summary:
expectation value of S²: 0.760
HOMO level (spin up / spin down): -10.36 / -10.59 eV
multiplicity: 2
charge: +1
relative energy (zero: lowest compared OMol25 entry of this formula, charge and spin): 13.36 kJ/mol
lowest unoccupied orbital energy (spin up / spin down): -3.64 / -4.68 eV

Each line ends with the Mulliken spin population.
Cartesian coordinates (Å):
Ir 0.03201 -0.59649 -0.43893  0.142
C -3.89673 -1.92091 -2.40673  0.005
C -2.50304 -1.42969 -2.13378  0.138
S -2.10724 -1.20491 -0.49470  0.255
C -1.57127 -1.16888 -3.10833  0.097
C -1.83356 -1.34283 -4.57779  -0.002
S -0.02239 -0.62386 -2.68466  0.326
H -4.43681 -2.08951 -1.47604  0.002
H -3.87739 -2.85878 -2.96347  0.004
H -4.45751 -1.19283 -2.99555  0.006
H -2.88640 -1.52974 -4.77612  -0.001
H -1.25801 -2.18427 -4.96765  0.008
H -1.53122 -0.45452 -5.13247  0.004
O -0.57578 1.45877 -0.25938  -0.017
S -1.86950 1.99848 -0.89219  0.019
C -1.54589 3.72700 -1.09288  -0.004
C -1.99344 4.32271 -2.26111  -0.001
C -1.77777 5.68250 -2.44511  -0.001
C -1.11054 6.41130 -1.47384  0.001
C -0.65506 5.79436 -0.31169  0.000
C -0.87502 4.44448 -0.11059  0.000
C -3.04096 2.04042 0.44970  -0.005
C -4.37616 2.25288 0.13995  0.009
C -5.30370 2.28264 1.16909  -0.003
C -4.89101 2.08687 2.48117  0.002
C -3.55263 1.86097 2.77067  -0.003
C -2.61279 1.83612 1.75005  0.014
H -2.49592 3.73427 -3.01899  0.000
H -2.12094 6.16530 -3.34970  0.000
H -0.93681 7.46879 -1.62132  0.000
H -0.13061 6.37180 0.43745  0.000
H -0.52658 3.94892 0.78609  -0.001
H -4.68859 2.39557 -0.88812  0.001
H -6.34868 2.45132 0.94717  0.000
H -5.61874 2.10541 3.28128  0.000
H -3.23954 1.70123 3.79392  0.000
H -1.56626 1.64762 1.95053  -0.004
C -0.35395 -1.78101 3.84977  0.004
C -0.25925 -3.06229 3.27692  -0.001
C 0.27632 -3.25330 2.02678  0.008
C 0.77539 -2.14600 1.32276  -0.020
C 0.76609 -0.86946 1.92611  0.008
C 0.14714 -0.69505 3.17828  0.000
N 1.09920 -2.14591 -0.02754  0.008
C 1.48899 -3.32246 -0.72224  0.000
C 0.62410 -3.94353 -1.61319  0.012
C 1.03416 -5.08298 -2.29011  0.004
C 2.29758 -5.61068 -2.06639  0.000
C 3.15259 -4.99461 -1.16239  0.000
C 2.75408 -3.84871 -0.49216  -0.002
H -0.78139 -1.66479 4.83603  0.000
H -0.63763 -3.91596 3.82441  0.000
H 0.28715 -4.23014 1.56162  -0.001
H 1.38955 -0.07027 1.53416  -0.008
H 0.14905 0.28326 3.64132  0.000
H -0.36897 -3.53523 -1.76093  -0.005
H 0.36024 -5.56638 -2.98530  0.000
H 2.61526 -6.50044 -2.59281  0.000
H 4.13934 -5.40127 -0.98553  0.000
H 3.41891 -3.35102 0.20277  0.000

Cartesian forces, eV/Å:
-0.6 -0.4 0.4
0.0 0.0 0.0
-0.1 -0.1 0.0
0.0 0.1 0.0
-0.1 0.0 -0.1
0.0 0.0 0.0
0.1 0.2 0.0
0.0 0.0 0.0
0.0 0.0 0.0
0.0 0.0 0.0
0.0 0.0 0.0
0.0 0.0 0.0
0.0 0.0 0.0
0.1 0.1 -0.1
0.0 0.0 0.0
0.0 0.0 0.0
0.0 0.0 0.0
0.0 0.0 0.0
0.0 0.0 0.0
0.0 0.0 0.0
0.0 0.0 0.0
0.0 0.0 0.0
0.0 0.0 0.0
0.0 0.0 0.0
0.0 0.0 0.0
0.0 0.0 0.0
0.0 0.0 0.0
0.0 0.0 0.0
0.0 0.0 0.0
0.0 0.0 0.0
0.0 0.0 0.0
0.0 0.0 0.0
0.0 0.0 0.0
0.0 0.0 0.0
0.0 0.0 0.0
0.0 0.0 0.0
0.0 0.0 0.0
0.0 0.0 0.0
0.0 0.0 0.0
-0.2 0.0 0.0
0.1 0.0 0.0
-0.1 0.1 0.0
0.1 0.0 0.0
0.8 0.2 -0.3
-0.2 -0.1 0.1
0.0 0.0 0.0
0.0 0.0 0.0
0.0 0.0 0.0
0.0 0.0 0.0
0.0 0.0 0.0
0.0 0.0 0.0
0.0 0.0 0.0
0.0 0.0 0.0
0.2 0.0 0.0
0.0 0.0 0.0
0.0 0.0 0.0
0.0 0.0 0.0
0.0 0.0 0.0
0.0 0.0 0.0
0.0 0.0 0.0



(3)
Here is one molecule with the formula C28H26N4O4S in a non-equilibrium geometry from OMol25. Energies are from ωB97M-V/def2-TZVPD.

Summary:
HOMO level: -7.88 eV
multiplicity: 1
relative energy (zero: lowest compared OMol25 entry of this formula, charge and spin): 13.93 kJ/mol
SMILES: COc1ccc(-c2nn(-c3ccccc3)cc2[C@@H]2CC(c3cccs3)=NN2C(=O)CCCC(=O)O)cc1
lowest unoccupied orbital energy: 0.19 eV

Each line ends with the natural charge from an NBO analysis.
Cartesian coordinates (Å):
C 7.23500 -1.17286 0.35618  -0.253
O 6.12285 -1.33613 -0.48811  -0.510
C 4.87448 -1.21337 0.04819  0.381
C 3.81307 -1.42320 -0.83455  -0.282
C 2.50855 -1.31165 -0.40545  -0.188
C 2.23308 -0.99044 0.92402  -0.105
C 0.85363 -0.87307 1.38709  0.137
N 0.43065 -1.47958 2.47983  -0.261
N -0.86634 -1.18582 2.61548  -0.189
C -1.59522 -1.71308 3.68312  0.228
C -2.94108 -1.41394 3.87215  -0.262
C -3.62056 -1.95843 4.94673  -0.194
C -2.97358 -2.79806 5.83705  -0.227
C -1.63328 -3.09550 5.64808  -0.192
C -0.94424 -2.55878 4.57910  -0.246
C -1.28616 -0.36780 1.61834  -0.046
C -0.20769 -0.13544 0.79787  -0.061
C -0.15134 0.77843 -0.37635  -0.092
C -0.51028 2.23473 -0.03576  -0.460
C -1.74128 2.45651 -0.88225  0.191
C -2.48872 3.66961 -0.89150  -0.248
C -3.59148 3.98461 -1.64765  -0.203
C -4.07084 5.28160 -1.40092  -0.255
C -3.33793 5.94464 -0.46496  -0.405
S -2.04080 4.99762 0.13783  0.448
N -2.05257 1.43824 -1.60278  -0.215
N -1.18193 0.43727 -1.37942  -0.271
C -1.14292 -0.69029 -2.12742  0.697
O -0.33834 -1.57491 -1.89986  -0.633
C -2.12594 -0.72423 -3.27518  -0.497
C -1.59012 0.12544 -4.43425  -0.384
C -0.23358 -0.37592 -4.92946  -0.522
C 0.88613 -0.04179 -3.97172  0.817
O 0.94654 0.94853 -3.28809  -0.628
O 1.85050 -0.95792 -3.99608  -0.675
C 3.29018 -0.80811 1.80570  -0.160
C 4.60192 -0.91015 1.37727  -0.322
H 7.27096 -0.16596 0.78535  0.175
H 8.10939 -1.32530 -0.27481  0.200
H 7.23911 -1.91222 1.16372  0.176
H 4.05117 -1.69810 -1.85154  0.208
H 1.68924 -1.51685 -1.07798  0.253
H -3.46455 -0.76237 3.19051  0.212
H -4.66510 -1.72288 5.08738  0.215
H -3.51170 -3.21879 6.67286  0.214
H -1.12240 -3.75071 6.33759  0.215
H 0.09756 -2.77811 4.41061  0.248
H -2.29354 -0.01324 1.53992  0.218
H 0.82626 0.70145 -0.85903  0.255
H -0.72930 2.37349 1.02476  0.233
H 0.27846 2.93254 -0.31844  0.241
H -4.02098 3.29405 -2.34919  0.234
H -4.92413 5.70898 -1.89640  0.227
H -3.48017 6.93848 -0.08951  0.238
H -2.24170 -1.76127 -3.59295  0.225
H -3.08495 -0.32552 -2.94687  0.241
H -2.30784 0.09414 -5.25559  0.214
H -1.48949 1.16035 -4.10188  0.232
H 0.01286 0.10503 -5.88001  0.242
H -0.23968 -1.45515 -5.08356  0.234
H 2.54153 -0.75161 -3.34472  0.499
H 3.07958 -0.58065 2.83974  0.222
H 5.39905 -0.75656 2.08783  0.217

Cartesian forces, eV/Å:
0.2 0.0 0.2
-0.4 0.0 -0.1
-0.1 0.0 -0.1
0.2 0.0 0.1
0.1 0.0 0.1
0.3 0.0 0.1
-0.8 0.2 0.1
0.6 -0.4 0.2
0.2 0.5 -0.8
-0.3 -0.4 0.8
0.2 0.1 -0.2
0.0 0.0 0.1
-0.1 0.0 0.1
-0.1 0.0 0.0
0.1 0.1 -0.1
0.3 0.1 -0.2
0.0 -0.2 0.4
0.1 -0.3 0.0
-0.1 0.0 -0.2
0.6 -1.1 -0.1
-0.6 1.0 0.0
0.4 -0.3 0.2
0.0 0.3 0.1
0.3 -0.1 0.2
-0.4 -0.2 -0.5
-0.7 1.1 -0.1
0.7 -0.3 0.7
-0.7 0.0 -0.2
0.2 -0.1 0.0
0.0 0.0 -0.1
0.1 -0.1 0.0
-0.1 0.1 0.1
0.1 0.2 -0.1
0.0 0.2 0.0
0.4 -0.6 -0.1
-0.2 0.0 -0.2
0.4 -0.1 -0.1
0.0 0.0 0.0
0.0 0.0 0.1
0.0 0.0 0.0
0.0 -0.1 -0.1
-0.1 0.0 -0.1
0.0 0.1 -0.1
-0.1 0.0 0.0
0.0 0.0 0.1
0.1 -0.1 0.0
0.0 0.0 0.0
-0.2 0.0 0.0
-0.1 0.1 0.1
0.1 0.0 0.0
0.0 0.0 0.0
-0.1 -0.2 -0.1
-0.1 0.1 -0.1
-0.1 0.2 0.0
0.0 0.0 0.1
0.0 -0.1 -0.1
0.0 0.0 0.0
-0.1 0.0 -0.1
0.1 -0.1 0.0
0.0 0.0 -0.1
-0.2 0.3 -0.1
0.0 0.0 0.1
0.1 0.0 0.0



(4)
Here is C28H26N5O4PZr as an isolated structure from OMol25. Energies are from ωB97M-V/def2-TZVPD.

Summary:
HOMO level: -14.43 eV
multiplicity: 1
charge: +2
relative energy (zero: lowest compared OMol25 entry of this formula, charge and spin): 160.19 kJ/mol
lowest unoccupied orbital energy: -7.14 eV

Each line ends with the natural charge from an NBO analysis.
Cartesian coordinates (Å):
Zr 2.14937 0.74262 0.79157  2.421
C 2.27899 -3.84885 4.02673  -0.688
C 2.55984 -2.74084 3.06454  0.142
N 3.07197 -2.83944 1.89674  -0.071
O 3.33183 -4.12658 1.53674  -0.517
C 2.26891 -1.33893 3.45473  0.359
C 2.22512 -0.94596 4.88725  -0.693
N 2.06060 -0.52187 2.48988  -0.331
O 1.87320 0.86740 2.73955  -0.630
H 2.41607 -4.81622 3.55499  0.272
H 1.25784 -3.77963 4.40297  0.239
H 2.95497 -3.78817 4.88131  0.254
H 3.79645 -4.04919 0.69422  0.495
H 3.09767 -1.35278 5.39882  0.267
H 1.34494 -1.39073 5.35814  0.267
H 2.19023 0.13106 5.00684  0.263
O 2.82432 1.88373 -0.94912  -0.704
C 3.57255 0.87393 -1.16364  0.776
O 4.03997 0.32831 -0.09652  -0.695
C 3.46140 0.13122 -2.43461  -0.786
P 2.21532 -1.20443 -1.91950  0.887
C 1.45317 -1.78873 -3.45827  -0.423
C 1.18368 -3.15327 -3.53503  -0.174
C 0.58111 -3.68128 -4.66713  -0.193
C 0.24935 -2.85304 -5.72709  -0.156
C 0.52046 -1.49101 -5.66521  -0.215
C 1.11860 -0.95989 -4.53472  -0.140
C 0.75750 -0.25746 -1.19030  -0.395
C 0.00273 0.92052 -1.77475  -0.283
C -1.55241 0.97102 -1.51115  -0.268
C -2.06056 0.00289 -0.50474  -0.089
C -1.26714 -0.85192 0.14684  -0.234
C 0.13322 -1.00984 -0.23476  -0.195
H 4.36668 -0.41365 -2.69731  0.295
H 3.13419 0.79367 -3.23100  0.266
H 1.45180 -3.80740 -2.71365  0.225
H 0.38019 -4.74229 -4.72479  0.240
H -0.21312 -3.26885 -6.61219  0.240
H 0.27449 -0.85001 -6.50078  0.236
H 1.34183 0.09769 -4.51304  0.194
H 0.24225 1.03254 -2.82942  0.260
H -2.16830 0.94106 -2.40953  0.260
H -3.12520 0.01172 -0.29680  0.243
H -1.67122 -1.53569 0.88107  0.238
H 0.66421 -1.86500 0.18383  0.257
N -7.75372 3.91590 3.08925  -0.211
C -6.71692 3.70005 2.64714  0.232
C -5.41764 3.42642 2.09346  -0.132
C -4.64242 2.40107 2.62733  -0.127
C -3.39934 2.12552 2.08336  -0.256
C -2.94079 2.89793 1.02586  0.192
C -3.70144 3.92489 0.48688  -0.225
C -4.95119 4.18562 1.02343  -0.132
N -1.64778 2.62841 0.46276  -0.371
C -1.38129 2.43462 -0.96687  -0.034
C 0.14201 2.26727 -1.01940  -0.033
N 0.51213 2.06483 0.40794  -0.739
C -0.55622 2.34049 1.13584  0.398
H -5.02113 1.81593 3.45353  0.250
H -2.80556 1.30750 2.47060  0.224
H -3.32490 4.53117 -0.32547  0.234
H -5.56128 4.98308 0.62319  0.255
H -1.83512 3.21486 -1.56863  0.251
H 0.75998 3.03623 -1.47122  0.255
H -0.54646 2.34174 2.21929  0.251

Cartesian forces, eV/Å:
0.0 0.3 0.0
0.0 0.0 0.0
0.0 0.0 -0.1
0.0 0.0 0.0
0.0 0.0 0.0
0.0 0.2 -0.1
0.0 0.0 0.0
-0.2 0.2 0.4
0.2 -0.3 0.1
0.0 0.0 0.0
0.0 0.0 0.0
0.0 0.0 0.0
0.0 0.0 0.0
0.0 0.0 0.0
0.0 0.0 0.0
0.0 0.0 0.0
0.1 0.1 -0.2
-0.2 0.1 0.1
0.0 -0.3 -0.1
-0.1 0.0 0.0
-0.1 -0.2 -0.1
0.0 0.3 -0.2
0.0 -0.1 0.1
0.0 0.0 0.0
0.0 0.0 0.0
0.0 0.0 0.1
0.0 -0.1 0.0
0.1 -0.2 0.0
-0.1 0.0 0.1
0.1 0.0 -0.1
0.0 0.0 0.1
0.1 0.1 0.0
0.0 0.0 0.0
0.0 0.0 0.0
0.0 -0.1 -0.1
0.0 0.0 0.0
0.0 0.0 0.0
0.0 0.0 0.0
0.0 0.0 0.0
0.1 0.1 0.0
0.0 0.0 0.0
0.0 0.0 0.0
0.0 0.0 0.0
0.0 0.0 0.0
0.0 0.0 -0.1
0.0 0.0 0.0
0.0 0.0 0.0
-0.1 0.0 0.0
0.0 0.0 0.0
-0.1 0.1 0.0
0.2 0.0 -0.1
-0.1 0.0 0.1
0.1 0.0 -0.1
-0.1 0.0 0.0
-0.1 0.0 0.0
0.1 -0.1 0.1
-0.2 0.1 -0.1
0.0 0.0 0.1
0.0 0.0 0.0
0.0 0.0 0.0
0.0 0.0 0.0
0.0 0.0 0.0
0.0 0.0 0.0
0.0 0.0 0.0
0.0 0.0 0.0